45
Properties=species:S:1:pos:R:3:lowdin_charge:R:1 method="wB97M-V/def2-TZVPD" charge=-1 multiplicity=2 relative_energy_ev=0.332 orbital_gap_ev="2.44 / 10.16" homo_energy_ev="0.2231 / -7.5627" fmax_ev_per_a=5.9 s2=0.751 total_energy_ev=-28630.161
C 1.84 -1.13 -2.97 -0.166
C 1.41 -0.77 -1.54 -0.258
C 0.82 -2.03 -0.84 -0.174
C 0.54 -1.63 0.58 -0.599
N -0.75 -1.69 0.94 0.152
O 1.40 -1.70 1.43 -0.039
H 2.92 -1.48 -3.10 0.081
H 1.83 -0.25 -3.66 0.070
H 1.18 -1.97 -3.35 0.060
H 2.49 -0.40 -1.19 0.138
H 0.67 -0.08 -1.23 0.077
H 0.05 -2.54 -1.38 0.073
H 1.71 -2.82 -0.78 0.151
H -1.41 -1.73 0.21 0.025
H -1.04 -1.44 1.99 0.166
H -0.85 2.76 0.33 -0.014
H -0.34 3.19 -1.05 0.098
O -1.12 3.25 -0.43 -0.068
H 3.40 3.75 -0.43 0.048
H 2.63 2.38 -0.56 -0.005
O 2.86 3.20 -1.05 -0.112
H -3.58 -2.84 -0.76 0.053
H -3.00 -2.83 0.59 -0.040
O -3.26 -2.19 -0.04 -0.217
H -2.48 2.68 -1.15 0.058
H -3.90 3.20 -1.47 -0.012
O -3.36 2.49 -1.76 -0.159
H 1.89 1.92 1.35 0.023
H 3.34 1.30 1.50 -0.001
O 2.82 2.12 1.42 -0.079
H -3.58 0.98 0.00 -0.003
H -3.75 -0.35 0.76 -0.040
O -3.47 0.53 0.82 -0.055
H -3.30 -2.21 -3.14 -0.055
H -2.41 -3.32 -3.30 -0.055
O -3.09 -3.00 -2.81 -0.045
H -0.40 1.13 2.03 0.013
H -1.46 0.53 1.22 0.071
O -0.62 1.14 1.11 -0.110
H 4.19 -0.71 0.98 0.027
H 2.79 -0.75 1.77 0.005
O 3.70 -0.38 1.70 -0.049
H 2.03 0.85 3.30 -0.015
H 1.38 -0.51 3.04 0.013
O 1.24 0.40 3.32 -0.028

=====

45
Properties=species:S:1:pos:R:3:lowdin_charge:R:1 method="wB97M-V/def2-TZVPD" smiles="CC(C)NC=O.O.O.O.O.O.O.O.O.O.O" relative_energy_ev=2.626 orbital_gap_ev=9.54 homo_energy_ev=-9.3728 fmax_ev_per_a=3.2 total_energy_ev=-28630.749
C 0.28 0.10 3.09 -0.318
N 1.13 -0.67 2.25 0.041
C -0.19 -1.16 0.23 -0.082
C 0.58 -1.77 1.38 -0.345
C -0.27 -2.91 2.08 -0.011
O -0.88 0.28 2.77 -0.002
H 0.91 0.47 3.92 0.136
H 2.12 -0.78 2.43 0.103
H -1.03 -0.59 0.71 0.085
H -0.87 -1.80 -0.26 0.031
H 0.28 -0.65 -0.57 0.066
H 1.59 -2.11 0.98 0.119
H 0.33 -3.76 2.37 0.064
H -0.67 -2.51 3.01 0.072
H -1.07 -3.12 1.37 0.077
H 2.89 -1.24 0.21 0.018
H 4.02 -0.21 0.15 0.019
O 3.55 -0.79 0.74 -0.035
H -3.05 0.47 -0.77 0.096
H -3.61 0.67 -2.22 0.076
O -3.01 0.10 -1.73 -0.053
H 0.16 -1.59 -2.80 -0.030
H 0.89 -1.97 -4.10 0.037
O 0.98 -1.52 -3.28 -0.050
H -1.95 -2.65 -2.84 0.085
H -2.11 -1.24 -2.18 0.000
O -1.51 -2.01 -2.25 -0.081
H 1.62 1.93 1.64 0.025
H 1.09 3.53 2.06 0.053
O 1.21 2.59 2.19 -0.042
H 0.48 3.68 -1.86 0.074
H 0.30 2.37 -2.57 0.014
O 0.46 2.72 -1.67 -0.081
H 3.45 1.40 -1.13 0.019
H 2.27 2.45 -0.95 -0.039
O 3.01 2.02 -0.58 -0.022
H -0.68 0.45 -2.48 0.028
H 0.61 0.44 -3.30 0.041
O -0.23 0.91 -3.21 -0.061
H -3.58 0.95 2.62 0.014
H -2.87 1.27 1.25 -0.022
O -3.71 0.97 1.68 -0.090
H -0.91 1.88 -0.24 0.038
H -0.65 1.66 1.24 0.005
O -1.36 1.74 0.61 -0.071

=====

45
Properties=species:S:1:pos:R:3:lowdin_charge:R:1 method="wB97M-V/def2-TZVPD" smiles="NCCCC=O.O.O.O.O.O.O.O.O.O.O" relative_energy_ev=5.290 orbital_gap_ev=8.66 homo_energy_ev=-8.7490 fmax_ev_per_a=6.4 total_energy_ev=-28628.085
O 1.81 -3.10 1.42 0.010
C 0.79 -2.84 0.81 -0.254
C -0.50 -2.64 1.68 -0.167
C -1.05 -1.28 1.26 -0.237
C -2.01 -0.80 2.38 -0.238
N -1.38 0.47 3.04 -0.024
H 0.79 -3.01 -0.29 0.098
H -1.21 -3.52 1.60 0.134
H -0.47 -2.57 2.76 0.092
H -1.81 -1.43 0.31 0.109
H -0.27 -0.51 0.83 0.116
H -3.02 -0.71 2.23 0.067
H -1.95 -1.48 3.26 0.095
H -0.33 0.41 2.92 0.070
H -1.63 1.26 2.45 0.007
H 1.92 -1.26 -2.53 -0.025
H 3.08 -1.77 -1.73 0.087
O 2.13 -1.58 -1.62 -0.076
H -0.27 3.41 2.29 0.022
H -0.79 3.91 1.00 0.050
O -0.69 3.10 1.52 -0.030
H 0.56 2.01 -2.00 -0.025
H 1.95 2.14 -2.46 0.065
O 1.09 1.80 -2.71 -0.004
H 0.36 -0.94 -3.58 0.114
H 1.29 0.26 -3.36 -0.069
O 1.29 -0.57 -3.70 0.002
H -2.94 0.26 -2.26 -0.018
H -3.30 -0.14 -0.77 0.042
O -3.20 -0.42 -1.69 -0.031
H 2.50 3.25 -0.05 0.061
H 1.17 3.99 -0.12 -0.016
O 1.70 3.41 -0.56 0.004
H 2.06 -0.65 -0.27 0.097
H 2.29 -0.34 1.23 -0.025
O 1.72 -0.03 0.59 -0.129
H 2.76 1.12 2.83 0.012
H 1.97 1.87 1.84 -0.012
O 2.73 1.95 2.41 -0.040
H -1.92 1.99 -1.22 -0.006
H -1.18 1.79 -2.53 0.057
O -1.69 2.45 -1.98 -0.025
H -2.17 -3.26 -1.51 0.075
H -0.99 -2.96 -2.32 -0.020
O -1.22 -3.05 -1.45 -0.018

=====

46
Properties=species:S:1:pos:R:3:lowdin_charge:R:1 method="wB97M-V/def2-TZVPD" smiles="C[C@H](O)[C@@H](N)C=O.O.O.O.O.O.O.O.O.O.O" relative_energy_ev=5.917 orbital_gap_ev=9.73 homo_energy_ev=-9.8510 fmax_ev_per_a=4.1 total_energy_ev=-30675.590
O 2.54 1.26 2.07 0.045
C 1.74 0.34 2.09 -0.224
C 0.78 0.07 0.99 -0.222
C -0.80 -0.19 1.45 -0.332
C -1.24 -1.54 0.87 -0.056
O -1.52 0.95 1.12 -0.114
N 0.71 1.24 0.09 0.061
H 1.81 -0.10 3.09 0.133
H 1.09 -0.89 0.53 0.119
H -0.88 -0.15 2.55 0.144
H -1.70 -1.45 -0.08 0.029
H -1.89 -2.19 1.48 0.063
H -0.30 -2.15 0.98 0.085
H -1.26 1.53 0.30 0.140
H 1.04 2.07 0.53 0.011
H 1.07 1.17 -0.84 0.031
H 0.55 -2.04 -2.53 0.032
H 0.43 -0.56 -2.67 -0.018
O -0.07 -1.37 -2.83 -0.054
H 2.66 -3.51 1.37 0.046
H 2.68 -2.04 1.29 0.028
O 2.07 -2.76 1.38 -0.038
H -2.66 -1.98 -1.86 0.066
H -3.79 -1.21 -1.53 0.064
O -3.29 -1.93 -1.10 -0.069
H -0.30 1.44 -2.25 -0.011
H -0.38 0.67 -3.47 -0.009
O -0.84 1.38 -3.04 -0.031
H -3.18 -3.35 0.77 0.014
H -1.93 -4.04 0.53 0.034
O -2.62 -4.00 1.19 -0.066
H -3.68 0.54 1.63 0.049
H -3.74 -0.27 0.66 0.017
O -4.25 -0.29 1.52 -0.105
H 2.88 -1.88 -3.25 0.049
H 2.93 -0.66 -2.23 0.014
O 2.77 -1.62 -2.32 -0.071
H 2.02 1.85 -2.21 0.028
H 2.27 0.97 -3.65 0.071
O 2.34 1.10 -2.71 -0.032
H 0.62 2.96 2.83 0.067
H 0.02 4.31 2.26 0.057
O 0.69 3.65 2.14 -0.039
H 1.23 3.60 0.24 0.024
H 0.56 4.13 -0.97 0.050
O 1.46 3.88 -0.71 -0.079

=====

44
Properties=species:S:1:pos:R:3:lowdin_charge:R:1 method="wB97M-V/def2-TZVPD" smiles=C[C@@H](N)CCS.O.O.O.O.O.O.O.O.O relative_energy_ev=2.816 orbital_gap_ev=8.64 homo_energy_ev=-8.7667 fmax_ev_per_a=1.8 total_energy_ev=-35370.900
C -2.03 1.38 1.74 -0.059
C -1.32 0.19 1.07 -0.400
C -0.59 -0.74 2.06 -0.222
C -1.42 -1.65 2.98 -0.563
S -2.25 -1.10 4.50 0.699
N -0.34 0.71 0.09 0.048
H -3.06 1.36 1.40 0.090
H -1.45 2.30 1.65 0.068
H -2.12 1.36 2.83 0.040
H -2.04 -0.39 0.49 0.115
H 0.02 -1.48 1.53 0.099
H 0.16 -0.11 2.55 0.119
H -2.22 -2.03 2.33 0.072
H -0.76 -2.47 3.26 0.069
H -2.70 0.07 4.02 -0.183
H -0.15 1.69 0.21 0.069
H 0.40 0.05 -0.03 0.028
H 1.63 -2.04 -1.99 0.021
H 3.00 -2.60 -1.46 0.042
O 2.06 -2.76 -1.53 -0.038
H -2.19 -0.91 -2.49 0.011
H -1.45 -1.87 -1.53 -0.004
O -2.33 -1.57 -1.80 -0.074
H 2.41 -0.51 -3.20 0.045
H 2.74 0.66 -2.30 0.029
O 2.99 -0.26 -2.46 -0.052
H 1.85 -0.47 0.06 -0.016
H 3.18 -1.02 -0.21 0.017
O 2.72 -0.47 0.44 -0.042
H -0.69 -4.13 -1.15 0.044
H 0.67 -3.71 -0.49 0.005
O -0.29 -3.66 -0.41 -0.061
H 0.02 0.95 -3.07 0.005
H -0.16 0.35 -1.83 0.003
O -0.45 0.16 -2.76 -0.092
H 2.47 1.99 2.57 0.030
H 3.04 1.77 1.17 0.002
O 2.66 2.44 1.74 -0.066
H -1.94 2.66 -0.86 0.038
H -2.44 3.83 0.07 0.037
O -1.69 3.46 -0.38 -0.061
H 0.96 2.83 -3.64 0.061
H 1.73 3.21 -2.29 0.063
O 1.37 2.51 -2.83 -0.036

=====

10
Properties=species:S:1:pos:R:3:lowdin_charge:R:1 method="wB97M-V/def2-TZVPD" multiplicity=3 relative_energy_ev=2.372 orbital_gap_ev="4.47 / 6.95" homo_energy_ev="-5.3247 / -7.9851" fmax_ev_per_a=5.5 s2=2.037 total_energy_ev=-12471.451
O -0.15 0.43 -1.65 -0.207
C -0.35 -0.76 -0.96 -0.399
C -0.99 -0.67 0.19 -0.166
C -0.68 0.90 1.08 -0.103
C 0.35 1.04 1.81 -0.387
O 1.43 0.48 2.05 -0.018
Ag 1.48 -2.24 -0.35 0.453
H 0.38 0.27 -2.44 0.082
H -1.11 -1.52 0.87 0.048
Li -0.36 2.07 -0.61 0.698

=====

13
Properties=species:S:1:pos:R:3:lowdin_charge:R:1 method="wB97M-V/def2-TZVPD" smiles=N#CC(C#N)(C#N)SB(O)O relative_energy_ev=0.000 orbital_gap_ev=10.09 homo_energy_ev=-10.7983 fmax_ev_per_a=5.5 total_energy_ev=-24256.935
B 0.80 -0.50 1.47 -0.984
C -0.10 1.71 -0.79 -0.139
C -0.07 -0.74 -1.65 -0.238
C -2.19 0.35 -1.41 -0.256
C -0.92 0.09 -0.83 -0.555
N 0.22 2.81 -0.86 0.136
N 0.59 -1.52 -2.17 0.220
N -3.27 0.50 -1.79 0.225
O 1.56 0.12 0.60 0.114
O 1.15 -0.91 2.71 0.200
S -1.01 -0.35 1.00 1.031
H 2.57 -0.03 0.58 0.195
H 0.68 -1.53 3.16 0.050

=====

9
Properties=species:S:1:pos:R:3:lowdin_charge:R:1 method="wB97M-V/def2-TZVPD" charge=+1 multiplicity=2 relative_energy_ev=1.670 orbital_gap_ev="7.74 / 8.33" homo_energy_ev="-13.2534 / -14.1736" fmax_ev_per_a=2.6 s2=0.750 total_energy_ev=-8659.925
H 1.78 1.27 1.02 0.164
C 0.97 0.55 0.90 0.046
C 0.15 0.01 -0.02 -0.241
O 0.54 -0.26 1.92 0.092
O -0.31 -0.93 0.97 -0.152
Be -1.84 -1.12 1.20 0.754
C -0.81 0.61 -2.08 0.244
C -0.12 -0.14 -1.40 0.005
H -1.53 1.20 -2.63 0.088